# 1
ORCA calculation (ωB97M-V with the def2-TZVPD basis set) on C38H50As2N4O2S2Sc as an isolated structure.

The lowest unoccupied orbital energy (spin up / spin down) comes out at -1.75 / -1.74 eV. As for the net charge: +1. The calculation puts the HOMO-LUMO gap (spin up / spin down) at 5.4 / 5.5 eV. The max |F| is 0.986 eV/Å. The calculation puts the energy at -7875.88837 Eh.

XYZ file:
```
99
C38H50As2N4O2S2Sc (ωB97M-V with the def2-TZVPD basis set)
As -0.511 0.794 -2.119
As -0.253 1.293 1.639
Sc 0.490 -1.069 0.334
S 4.947 0.321 -2.202
S 3.326 -2.023 -1.224
O 2.869 0.113 1.666
O -0.568 -2.548 1.454
N 5.981 -1.833 -1.291
N -1.274 -2.771 -1.873
N 0.113 -2.570 -1.555
N -2.258 -3.894 0.867
C -0.289 2.658 3.019
C 1.468 -1.078 -5.989
C -0.934 2.607 -2.652
C 6.733 0.315 -1.891
C -4.809 1.049 0.357
C -3.422 -4.695 1.204
C -3.946 -0.025 0.180
C 0.039 4.905 3.824
C -0.744 2.289 4.282
C 1.070 1.311 -0.987
C -2.142 1.276 1.140
C 2.291 -0.536 -5.017
C -3.022 2.338 1.326
C 1.738 0.043 -3.883
C 3.828 0.390 2.666
C 2.358 -1.174 1.484
C -3.088 -3.500 3.802
C 0.360 0.079 -3.707
C -0.460 -0.478 -4.686
C -0.446 4.652 -3.808
C -1.469 -3.345 1.791
C -0.816 3.222 5.304
C 3.043 -2.232 2.288
C -1.657 -3.699 3.244
C 0.104 3.974 2.797
C 7.108 -1.160 -1.907
C -4.349 2.221 0.936
C -0.115 3.343 -3.497
C 0.091 -1.046 -5.825
C -2.415 4.491 -2.441
C -1.591 5.227 -3.277
C -4.557 -3.839 1.756
C -2.090 3.177 -2.132
C -2.626 0.093 0.583
C -4.072 -2.862 2.826
C -0.423 4.531 5.076
C 4.763 -1.301 -1.554
C 0.671 2.237 0.160
H 6.932 0.767 -0.919
H -2.670 3.257 1.778
H -2.741 2.600 -1.483
H 0.347 5.925 3.643
H 6.009 -2.826 -1.115
H 1.895 -1.526 -6.877
H -1.045 1.264 4.478
H 0.458 4.294 1.825
H -1.542 -0.463 -4.579
H -5.049 -3.292 0.948
H 4.771 -0.137 2.493
H -4.932 -2.477 3.377
H 0.673 -2.342 -2.376
H 3.366 -0.560 -5.129
H 0.066 3.070 -0.211
H 1.698 0.453 -0.667
H 2.626 -3.208 2.029
H 7.254 -1.510 -2.937
H -0.473 5.260 5.873
H -3.486 -4.460 4.136
H -0.935 -3.081 3.775
H -3.314 4.934 -2.034
H 0.190 5.225 -4.469
H 4.014 1.463 2.634
H 3.463 0.127 3.664
H -4.306 -0.944 -0.263
H 2.902 -2.104 3.370
H -1.659 -1.846 -2.052
H -1.845 6.248 -3.524
H 1.583 2.644 0.608
H -2.081 -3.606 -0.098
H -0.554 -1.464 -6.587
H 4.124 -2.298 2.118
H 0.778 2.898 -3.924
H -3.612 -1.989 2.353
H -5.028 3.050 1.082
H -1.174 2.925 6.280
H 0.472 -3.442 -1.177
H -3.724 -5.239 0.310
H -3.011 -2.881 4.696
H -3.117 -5.449 1.935
H 2.395 0.456 -3.133
H 8.018 -1.349 -1.336
H 7.249 0.877 -2.666
H -1.363 -3.296 -2.738
H -1.957 -0.768 0.450
H -1.335 -4.736 3.374
H -5.843 0.971 0.051
H 1.776 1.831 -1.648
H -5.306 -4.518 2.173
```

Atomic partial charges in e from the Mulliken method, atoms 1 to 8: number 1, As, carries 0.723; number 2, As, carries 1.723; number 3, Sc, carries -0.464; number 4, S, carries -0.067; number 5, S, carries -0.270; number 6, O, carries 0.375; number 7, O, carries -0.505; number 8, N, carries -0.258


# 2
ORCA calculation (ωB97M-V with the def2-TZVPD basis set) on an isolated molecule of C13H21NO2 at a distorted geometry.

The lowest unoccupied orbital energy comes out at 0.48 eV. As for the net charge: 0. The calculation puts the relative energy (zero: lowest compared OMol25 entry of this formula, charge and spin) at 12.903 eV. The calculation puts the HOMO-LUMO gap at 8.3 eV. Its SMILES is CCCCc1c(C)[nH]c(C(=O)OCC)c1C. The max |F| is 15.427 eV/Å. The calculation puts the energy at -712.73213 Eh.

XYZ file:
```
37
C13H21NO2 (ωB97M-V with the def2-TZVPD basis set)
O 3.160 0.291 0.228
O 2.880 -2.042 0.063
N 0.077 -1.486 -0.120
C -5.865 -0.024 -0.009
C 4.712 0.237 0.084
C -2.305 1.219 0.072
C 0.603 2.207 0.034
C -3.457 0.912 0.501
C -1.222 0.177 0.188
C 5.254 1.326 -0.462
C -1.172 -1.061 -0.168
C -4.466 0.584 -0.606
C -2.238 -2.270 -0.121
C 2.341 -0.776 0.192
C 0.164 0.904 0.092
C 1.034 -0.496 0.036
H -4.808 1.592 -1.060
H 4.892 1.323 -1.700
H -6.655 -0.228 -0.906
H 4.931 2.317 0.065
H -6.335 0.822 0.690
H 0.337 2.773 -0.666
H 1.781 2.118 -0.019
H -4.204 -0.181 -1.387
H -3.979 1.537 1.178
H -1.944 -3.052 -0.423
H 0.534 -2.443 -0.066
H 4.943 0.247 0.948
H -2.613 -2.140 0.840
H -3.027 -1.776 -0.676
H 6.354 1.248 -0.515
H -1.910 2.255 0.590
H 0.392 2.407 0.943
H 4.754 -0.780 -0.162
H -2.398 1.675 -1.121
H -3.467 -0.272 0.952
H -5.698 -0.986 0.191
```

Atomic partial charges in e from the Mulliken method, atoms 1 to 8: number 1, O, carries -0.323; number 2, O, carries -0.780; number 3, N, carries -0.080; number 4, C, carries -1.264; number 5, C, carries -0.709; number 6, C, carries -0.229; number 7, C, carries -1.649; number 8, C, carries -0.373


# 3
ORCA calculation (ωB97M-V with the def2-TZVPD basis set) on an isolated ion of composition C2H12N6 and charge +2 at a distorted geometry.

The lowest unoccupied orbital energy (spin up / spin down) comes out at -11.27 / -11.28 eV. As for the net charge: +2. The calculation puts the relative energy (zero: lowest compared OMol25 entry of this formula, charge and spin) at 2.932 eV. The calculation puts the HOMO-LUMO gap (spin up / spin down) at 5.4 / 5.4 eV. Its SMILES is NNCN(N)C[NH+]=[NH2+]. The max |F| is 5.869 eV/Å. The calculation puts the energy at -411.03647 Eh.

XYZ file:
```
20
C2H12N6 (ωB97M-V with the def2-TZVPD basis set)
N -0.019 0.693 -0.595
N -0.123 1.722 -1.484
N -0.179 1.398 1.643
N 0.202 -1.770 -1.575
N -0.972 0.469 2.209
N 1.195 -2.316 -1.054
C -0.707 -0.487 -0.638
C 0.759 1.011 0.703
H -0.374 -0.358 2.527
H -0.809 -0.865 0.336
H -1.547 0.642 3.016
H 2.126 -2.141 -1.375
H 1.435 1.689 0.436
H 0.700 2.273 -1.547
H -0.486 -2.515 -1.545
H 1.238 0.091 0.830
H -1.631 -0.315 -1.066
H -0.676 1.456 -2.283
H -0.834 2.161 1.545
H 1.079 -2.979 -0.313
```

Atomic partial charges in e from the Mulliken method, atoms 1 to 8: number 1, N, carries 0.455; number 2, N, carries -0.447; number 3, N, carries 0.100; number 4, N, carries -0.175; number 5, N, carries -0.535; number 6, N, carries -0.179; number 7, C, carries -0.448; number 8, C, carries -0.968


- Which formula does entry 1 have?
  C38H50As2N4O2S2Sc


- The lowest net charge belongs to which entry?
  C13H21NO2